C5H5N3O in the gas phase, computed with the ωB97M-V functional and the def2-TZVPD basis.

Geometry as XYZ:
```
14
Properties=species:S:1:pos:R:3:mulliken_charge:R:1
C -1.94997 -0.42013 -0.20633 0.234
C 0.37531 1.51434 -0.08919 0.137
C 1.10530 -0.86640 -0.03507 0.456
C 0.88463 0.40480 -0.90192 -0.775
C -1.01290 -0.00423 0.94454 0.082
N -2.52842 -0.76283 -1.11973 -0.413
N -0.54026 1.30276 0.74843 -0.568
N 0.13431 -1.12819 0.85955 -0.232
O 2.04024 -1.55928 -0.35164 -0.595
H 0.81123 2.47395 -0.28527 0.393
H 0.34120 0.27697 -1.85796 0.288
H 1.82653 0.64758 -1.22424 0.421
H -1.58690 0.00467 1.96180 0.353
H 0.09970 -1.88401 1.55702 0.220
```

The total charge is 0. The highest occupied orbital energy is -10.1476 eV. The SMILES is N#C[C@@H]1N=CCC(=O)N1. The LUMO energy comes out at 0.45 eV. The relative energy (zero: lowest compared OMol25 entry of this formula, charge and spin) comes out at 34.9 kcal per mole. The value obtained for the molar mass is 123.11 g/mol. The multiplicity is 1. The calculation puts the frontier orbital gap at 10.602 eV.